C12H28AgN2O6 | wB97M-V/def2-TZVPD

Computed properties:
* total energy: -1181.88346 Eh
* expectation value of S²: 0.755
* orbital gap (spin up / spin down): 8.89 / 6.16 eV
* charge: 0
* spin multiplicity: 2

Cartesian coordinates (Å):
Ag 0.613956 -0.964651 -0.376096
C 3.686019 -1.334495 -3.244606
C 2.534786 -1.117732 -2.297237
O 2.206300 0.036017 -1.968245
O 1.942567 -2.126429 -1.783935
H 4.557537 -1.419068 -2.588322
H 3.894707 -0.451353 -3.844111
H 3.543740 -2.197605 -3.888328
C 1.125263 -2.792732 3.396769
C 1.135546 -2.281041 1.974409
O 1.648711 -1.145215 1.765670
O 0.553780 -2.893625 1.041497
H 2.104524 -2.602998 3.835360
H 0.899748 -3.854288 3.470398
H 0.386988 -2.248076 3.985606
C -1.988314 -3.115839 -1.024575
C -2.202618 -1.664727 -1.468510
C -2.514289 -0.745915 -0.310240
O -1.460044 -0.699729 0.627557
C -1.857075 -0.238294 1.915337
N -0.996393 -1.179060 -2.207657
H -2.664173 -3.329664 -0.192958
H -0.967140 -3.319385 -0.704603
H -2.249723 -3.828734 -1.808589
H -3.055381 -1.686194 -2.157565
H -3.443246 -1.090775 0.167865
H -2.826917 0.267446 -0.619467
H -1.107831 -0.642127 2.597388
H -2.840732 -0.617204 2.187473
H -1.787286 0.850768 1.967975
H -0.805913 -1.814973 -2.980403
H -1.360110 -0.359099 -2.699860
C 2.186911 2.236537 1.088992
C 0.720443 2.404027 0.745444
C 0.366777 3.863554 0.420736
O -0.746869 4.039226 -0.437525
C -1.973262 3.854388 0.224337
N 0.338626 1.483023 -0.376596
H 2.559773 3.092456 1.659378
H 2.749596 2.365934 0.157582
H 2.305898 1.286102 1.599896
H 0.064152 2.013563 1.531631
H 1.205866 4.368524 -0.073704
H 0.223384 4.476463 1.324642
H -2.117701 4.632645 0.985113
H -2.122991 2.892442 0.725677
H -2.754536 4.004220 -0.520284
H -0.599609 1.777867 -0.647227
H 0.886561 1.815844 -1.176079

Forces on atoms 1 to 6 (eV/Å):
0.816 -0.733 -0.748
0.176 0.137 0.219
-0.279 1.082 0.124
0.475 0.061 -0.511
-0.204 -0.125 0.425
0.042 -0.494 -0.204

***

C12H28B2IO28PS6 | wB97M-V/def2-TZVPD

Computed properties:
* SMILES string: OB(O)B(I)P(O)O.O=S1(=O)OCCO1.O=S1(=O)OCCO1.O=S1(=O)OCCO1.O=S1(=O)OCCO1.O=S1(=O)OCCO1.O=S1(=O)OCCO1
* total energy: -5658.54074 Eh
* orbital gap: 6.93 eV
* charge: 0

Cartesian coordinates (Å):
O 1.161444 -1.154821 0.730968
B 0.928843 -0.049818 -0.110777
O 1.869911 1.027152 -0.035118
B -0.300904 0.082960 -1.221071
I 0.111100 -0.710702 -3.212579
P -2.039754 0.855085 -0.979593
O -2.047308 2.115236 0.145684
O -3.237938 -0.300429 -0.674115
H 0.316335 -1.618275 0.879533
H 1.487048 1.733237 0.508529
H -1.250283 2.133925 0.705851
H -3.435059 -0.405093 0.275332
O 3.357593 2.298124 0.143017
S 4.574990 2.925152 0.566959
O 5.479917 3.541699 -0.340659
O 5.391782 1.867350 1.475102
C 5.620938 2.420234 2.774810
C 4.464995 3.370304 3.011008
O 4.225476 3.983660 1.739970
H 6.574003 2.954449 2.755581
H 5.664770 1.630585 3.522312
H 4.691463 4.118798 3.763001
H 3.559899 2.826977 3.299290
O 3.318952 3.498367 7.052508
S 4.549931 2.862928 6.738935
O 5.446032 3.362058 5.746753
O 4.249439 1.309113 6.423382
C 5.000149 0.481205 7.319027
C 5.170086 1.310339 8.575565
O 5.377367 2.647249 8.106303
H 5.965068 0.263993 6.855145
H 4.472724 -0.451304 7.508529
H 6.011150 0.979205 9.180972
H 4.260930 1.302022 9.182224
O 0.647604 -3.098150 -5.917657
S 1.593757 -3.233631 -6.970215
O 2.126287 -4.488865 -7.365338
O 2.816132 -2.218073 -6.680387
C 2.959722 -1.310886 -7.775483
C 1.568853 -1.179418 -8.366025
O 1.008709 -2.491706 -8.280348
H 3.655232 -1.751417 -8.494263
H 3.353353 -0.356335 -7.429976
H 1.585692 -0.835288 -9.398299
H 0.947333 -0.506496 -7.769160
O 5.736309 -4.605464 9.411372
S 5.770838 -3.768705 8.265510
O 6.115351 -2.389548 8.333072
O 4.360553 -3.912066 7.491703
C 4.588666 -4.359986 6.152308
C 5.867599 -5.172147 6.219153
O 6.699196 -4.469979 7.147226
H 4.710981 -3.480769 5.514716
H 3.743774 -4.948154 5.798395
H 6.357583 -5.256715 5.251211
H 5.681853 -6.171699 6.620519
O -6.209386 4.008248 -5.212018
S -5.690694 2.687191 -5.308264
O -5.136094 2.168080 -6.509080
O -6.822123 1.663375 -4.775067
C -6.301941 0.903131 -3.679549
C -5.267229 1.797562 -3.028498
O -4.623948 2.466956 -4.117383
H -5.842529 -0.003025 -4.081719
H -7.101419 0.628212 -2.992680
H -4.544948 1.237017 -2.439007
H -5.740141 2.555463 -2.397779
O -9.523842 -1.196655 -2.589896
S -10.710766 -1.303110 -3.371810
O -11.709055 -2.281168 -3.123730
O -10.282682 -1.383040 -4.927063
C -10.885644 -0.307212 -5.650215
C -11.049614 0.808324 -4.636529
O -11.417282 0.148578 -3.421720
H -11.854212 -0.648488 -6.024157
H -10.257358 -0.012954 -6.489319
H -11.811624 1.528031 -4.929072
H -10.103935 1.330016 -4.465859

Forces on atoms 1 to 6 (eV/Å):
-1.157 1.059 -0.479
1.897 0.523 0.704
-4.469 -3.678 0.097
0.021 -1.306 0.143
-0.439 0.368 1.089
-1.748 1.599 -2.396

***

C12H28Cs3N4O8S | wB97M-V/def2-TZVPD

Computed properties:
* total energy: -1753.53975 Eh
* orbital gap: 6.74 eV
* charge: +1

Cartesian coordinates (Å):
Cs 1.194680 -0.381390 2.957958
Cs -1.643699 -3.406187 0.014586
Cs -3.486032 0.729315 -0.570677
S 0.266697 -0.158010 -0.382084
O -0.609208 -0.800372 0.645729
O 0.696454 -1.237469 -1.231667
O -0.611687 0.870098 -1.000589
O 1.388691 0.510833 0.282802
C -5.286420 0.760792 -6.034256
C -4.043940 1.598975 -5.812554
O -3.704717 2.434563 -6.633875
N -3.428487 1.465965 -4.617151
C -2.318822 2.307934 -4.196407
H -5.373678 -0.019703 -5.263374
H -5.167515 0.091605 -6.887617
H -6.153735 1.409206 -6.040787
H -3.577065 0.611647 -4.111731
H -2.703741 3.312981 -3.986076
H -1.605092 2.419271 -5.008379
H -1.914731 2.025673 -3.226856
C 0.374749 3.431332 1.106054
C 1.797388 3.614870 1.582143
O 2.132800 4.725899 2.006892
N 2.670606 2.616751 1.354166
C 4.097014 2.688828 1.593301
H -0.153519 4.377414 1.191463
H -0.093118 2.629018 1.680412
H 0.376292 3.278099 0.024683
H 2.249934 1.816702 0.879775
H 4.679134 2.760733 0.667181
H 4.430480 1.730496 1.994177
H 4.316483 3.595253 2.147982
C -2.508742 -1.907755 3.833266
C -1.350228 -2.375132 4.719392
O -0.292505 -2.809178 4.252274
N -1.563247 -2.316100 6.038577
C -2.880661 -2.466332 6.633510
H -3.135308 -1.117585 4.243832
H -3.101866 -2.759244 3.505675
H -2.015471 -1.401820 2.998827
H -0.758327 -2.419642 6.637347
H -3.476395 -3.212752 6.114806
H -3.403414 -1.519766 6.785825
H -2.793655 -2.834339 7.657522
C 3.404896 -3.531641 -2.590857
C 4.303461 -2.650307 -1.752565
O 5.497563 -2.926845 -1.686235
N 3.824853 -1.506059 -1.246505
C 4.610562 -0.510044 -0.592032
H 2.827133 -4.145889 -1.887420
H 4.056667 -4.121573 -3.225571
H 2.626125 -3.071600 -3.199065
H 2.820949 -1.418139 -1.217282
H 5.511096 -0.952760 -0.161417
H 4.045683 -0.121355 0.268826
H 4.954629 0.284733 -1.255952

Forces on atoms 1 to 6 (eV/Å):
0.251 0.036 0.181
0.617 0.154 -0.077
0.660 0.270 -0.021
-1.645 1.638 0.069
-1.093 -0.750 1.795
0.548 -0.900 -1.445

***

C12H28I2NO5S2 | wB97M-V/def2-TZVPD

Computed properties:
* total energy: -2296.34539 Eh
* orbital gap: 6.18 eV
* charge: +1

Cartesian coordinates (Å):
C -0.406677 -1.073230 -0.718715
N 0.371743 0.039869 -1.267844
C 0.164013 0.323181 -2.611371
S 0.388788 -1.158863 -3.785262
C -0.909147 -0.974440 -5.079682
I -0.267357 -0.115764 -6.934398
C -1.637735 -2.288575 -5.277500
C -0.733984 -3.514466 -5.377190
I -2.983745 -2.540115 -3.599676
S 2.376502 -0.821300 -4.508502
C 2.782067 -1.934775 -5.822343
O 3.155312 -1.166520 -3.377056
O 2.529190 0.519957 -4.943933
H 0.030709 -2.039883 -0.945349
H -0.464897 -0.965623 0.355210
H -1.420291 -1.048996 -1.092634
H 1.357627 -0.110454 -1.086790
H -0.806192 0.750774 -2.827704
H 0.906271 1.046459 -2.933766
H -1.599542 -0.260631 -4.660912
H -2.279201 -2.209454 -6.139437
H 0.270296 -3.242873 -5.684502
H -0.680196 -4.031924 -4.432707
H -1.111868 -4.189558 -6.130043
H 2.515122 -2.956206 -5.596831
H 2.395471 -1.600935 -6.771174
H 3.863907 -1.870125 -5.841709
C -0.036922 2.290147 1.859977
O 0.158376 1.382363 2.921632
C 1.364703 1.544407 3.651319
C 1.150988 1.673374 5.146278
O 0.439086 2.810175 5.586863
C -0.929324 2.959498 5.258669
C -1.887294 1.949269 5.857080
O -1.673673 0.627098 5.398698
C -1.500996 -0.345789 6.410487
H 0.326645 1.853963 0.922059
H -1.108421 2.474641 1.767432
H 0.459893 3.248299 2.031437
H 1.932346 2.406937 3.287786
H 1.972947 0.645586 3.488262
H 2.146691 1.781477 5.584719
H 0.732251 0.756068 5.565387
H -1.066866 3.037181 4.177683
H -1.209418 3.931946 5.670519
H -2.899479 2.249524 5.559475
H -1.837788 2.003822 6.948952
H -1.058467 0.081830 7.313424
H -0.824701 -1.110417 6.025805
H -2.456762 -0.816930 6.657878

Forces on atoms 1 to 6 (eV/Å):
-0.078 0.349 0.448
0.032 -1.013 -0.467
0.892 1.470 0.714
-1.077 -1.164 -0.225
0.115 0.215 -0.131
-0.054 -0.064 0.071

***

C12H28IN3O3P | wB97M-V/def2-TZVPD

Computed properties:
* total energy: -1502.77415 Eh
* orbital gap: 7.38 eV
* charge: +1

Cartesian coordinates (Å):
C 0.854795 1.221082 4.559879
C 0.431939 0.284188 3.322167
C -0.768107 -0.677925 3.738617
C -1.278288 -1.578588 2.519019
N -1.939875 -0.732364 1.468607
C -1.090251 -0.610925 0.236400
C -1.571781 0.572044 -0.700817
C -1.035983 0.493987 -2.184599
P 0.824520 0.481463 -2.337646
O 1.540496 -0.409936 -1.331767
O 1.499082 2.042216 -2.386573
C 1.730961 2.546670 -1.047747
C 3.153064 2.109092 -0.441150
O 1.145106 -0.165252 -3.880408
C 2.457158 -0.831644 -3.867996
C 2.796378 -1.176172 -5.398490
C -3.190925 -1.367465 1.176710
N -3.443711 -2.133850 0.089361
N -4.246100 -1.133374 2.130801
I -5.850235 -0.286454 1.113658
H 0.554062 0.745971 5.545126
H 1.965805 1.421502 4.548110
H 0.323362 2.217871 4.448776
H 1.330169 -0.271105 2.921919
H 0.055504 0.976499 2.504419
H -1.635101 -0.032756 4.092985
H -0.445653 -1.330268 4.607091
H -0.430427 -2.163309 2.041707
H -1.987942 -2.366906 2.934542
H -0.058524 -0.332552 0.622109
H -0.990447 -1.611272 -0.286424
H -1.371415 1.549644 -0.177035
H -2.710597 0.490096 -0.767406
H -1.462305 -0.366198 -2.784034
H -1.410733 1.431860 -2.712411
H 0.866282 2.313151 -0.364241
H 1.774371 3.678925 -1.147123
H 2.928396 1.534304 0.512496
H 3.814158 2.982992 -0.199078
H 3.617734 1.429597 -1.208582
H 3.232744 -0.171303 -3.394747
H 2.348858 -1.831607 -3.346243
H 2.855170 -2.299468 -5.519641
H 1.957537 -0.803131 -6.050440
H 3.765209 -0.669870 -5.671281
H -3.648969 -3.135953 0.144538
H -3.338770 -1.664475 -0.816022
H -3.916726 -0.369032 2.742863

Forces on atoms 1 to 6 (eV/Å):
-0.281 -0.084 -0.560
-0.453 0.589 0.514
0.381 0.140 -0.644
0.739 -0.443 2.195
-1.868 -1.513 -2.132
1.445 0.603 0.062